1.
Here is an isolated ion of composition C2H6NO2 and charge +1 from OMol25. Energies are from the ωB97M-V functional and the def2-TZVPD basis.

Structure (XYZ):
```
11
Properties=species:S:1:pos:R:3:lowdin_charge:R:1
N -0.292 -1.493 -0.954 0.211
C 0.356 -0.146 -1.003 -0.017
C 0.088 0.441 0.394 -0.527
O -0.015 -0.251 1.359 0.155
O -0.033 1.738 0.324 0.181
H -0.301 -1.771 0.046 0.165
H 0.089 -2.257 -1.505 0.182
H -1.246 -1.311 -1.259 0.179
H 1.404 -0.200 -1.292 0.152
H -0.051 0.467 -1.809 0.147
H -0.130 2.198 1.177 0.169
```

Results
E_LUMO = -3.94 eV
structure (SMILES) = [NH3+]CC(=O)O
net charge = +1
energy above the lowest of the compared OMol25 structures with the same formula, charge and spin = 0.185 eV


2.
Here is one molecule with the formula C2H3N3O2S in a non-equilibrium geometry from OMol25. Energies are from the ωB97M-V functional and the def2-TZVPD basis.

Structure (XYZ):
```
11
Properties=species:S:1:pos:R:3:lowdin_charge:R:1
C -0.310 2.041 -0.178 -0.164
C 0.411 0.011 -0.148 -0.490
N 0.645 1.297 -0.675 0.074
N -1.094 1.283 0.654 0.046
N -0.611 -0.016 0.611 0.072
O 0.020 -2.366 -0.922 -0.311
O 1.794 -2.082 0.826 -0.474
S 1.413 -1.511 -0.467 0.960
H -0.416 3.057 -0.392 0.103
H -1.966 1.461 1.102 0.140
H 0.114 -3.175 -0.411 0.043
```

Results
E_LUMO = 0.73 eV
energy above the lowest of the compared OMol25 structures with the same formula, charge and spin = 1.114 eV


3.
Here is one molecule with the formula C8H7NS in a non-equilibrium geometry from OMol25. Energies are from the ωB97M-V functional and the def2-TZVPD basis.

Structure (XYZ):
```
17
Properties=species:S:1:pos:R:3:lowdin_charge:R:1
C -1.666 2.253 1.414 0.042
C -0.692 1.536 1.226 -0.008
C 0.493 0.557 0.444 -0.368
C -0.165 -0.551 -0.279 -0.494
N -0.267 -0.639 -1.608 0.079
C -1.078 -1.660 -1.874 -0.248
C -1.462 -2.394 -0.761 -0.482
S -1.053 -1.769 0.725 1.063
C 1.653 1.279 -0.215 -0.067
C 1.873 0.420 0.972 -0.102
H -2.495 2.592 2.075 0.042
H -1.276 -2.026 -2.885 0.109
H -2.143 -3.240 -0.777 0.058
H 1.889 2.306 -0.165 0.102
H 1.788 0.856 -1.160 0.082
H 2.498 -0.422 0.984 0.096
H 2.105 0.903 1.883 0.098
```

Results
E_LUMO = 0.50 eV
structure (SMILES) = C#CC1(c2nccs2)CC1
energy above the lowest of the compared OMol25 structures with the same formula, charge and spin = 3.097 eV


Result set for frontier orbital gap: 12.2, 10.8, 9.3 eV, one per record in the order listed.